ORCA calculation (ωB97M-V/def2-TZVPD) on a molecular structure, C9H20BrNO6P.

XYZ file:
```
38
Properties=species:S:1:pos:R:3:forces:R:3:nbo_charge:R:1
C -1.409 -1.029 4.178 -0.156 0.122 0.021 -0.721
C -1.101 0.450 4.092 0.044 0.059 -0.275 0.703
O -0.488 1.039 4.960 0.106 -0.177 -0.128 -0.598
N -1.499 1.085 2.908 -0.082 0.168 0.592 -0.471
C -2.903 0.902 2.561 0.107 -0.252 -0.179 -0.415
C -0.992 2.449 2.770 0.077 0.109 -0.092 -0.226
C -1.040 2.981 1.341 0.129 0.087 -0.001 -0.404
C -0.010 2.383 0.369 -0.190 0.034 -0.068 -0.419
C 0.140 0.881 0.485 -0.156 0.010 0.045 -0.059
O 0.989 0.433 -0.583 0.062 -0.124 0.017 -0.805
P 0.954 -1.121 -0.897 -0.127 0.137 -0.285 2.548
O 0.827 -2.023 0.249 0.044 -0.010 0.082 -1.113
O -0.284 -1.241 -1.910 0.092 0.061 0.288 -0.985
O 2.229 -1.217 -1.831 0.042 0.041 0.141 -0.901
Br 3.397 -2.601 -1.623 -0.001 -0.044 -0.204 0.426
H -1.356 -1.494 3.194 0.038 -0.037 0.017 0.239
H -0.690 -1.487 4.851 0.002 0.012 0.004 0.245
H -2.411 -1.188 4.582 0.018 -0.012 0.040 0.225
H -3.158 -0.155 2.580 0.000 0.006 0.022 0.214
H -3.089 1.254 1.550 -0.024 0.032 0.011 0.206
H -3.566 1.434 3.256 -0.001 0.050 -0.055 0.179
H 0.046 2.437 3.102 -0.019 -0.014 0.062 0.225
H -1.514 3.137 3.449 -0.103 -0.049 -0.027 0.186
H -2.041 2.897 0.912 -0.032 -0.058 0.073 0.195
H -0.848 4.054 1.417 -0.042 0.015 -0.078 0.216
H 0.957 2.876 0.489 0.068 -0.141 0.107 0.208
H -0.334 2.593 -0.653 0.053 0.061 -0.011 0.217
H 0.575 0.570 1.434 0.059 0.023 -0.029 0.194
H -0.841 0.401 0.411 0.026 -0.024 -0.067 0.176
H -0.736 -2.074 -1.737 -0.028 -0.073 -0.135 0.508
C 2.251 -1.610 -5.670 -0.027 0.009 -0.011 -0.646
C 2.809 -3.048 -5.801 -0.083 -0.060 -0.084 0.002
O 3.941 -3.267 -5.125 0.034 0.039 0.143 -0.955
H 2.993 -0.893 -6.036 0.019 -0.003 0.038 0.178
H 1.321 -1.475 -6.242 -0.002 -0.016 -0.007 0.157
H 2.048 -1.384 -4.619 0.035 0.015 -0.004 0.179
H 2.889 -3.229 -6.914 0.007 -0.001 0.017 0.050
H 1.948 -3.720 -5.500 0.009 0.007 0.019 0.045
```
Positions in Å, forces in eV/Å.

DFT total energy, hartree: -3776.5491
Largest force on an atom, eV Å⁻¹: 0.6
Total charge: -1
Gap between HOMO and LUMO, eV: 4.3

=====

ORCA calculation (ωB97M-V/def2-TZVPD) on a molecular structure, C8H26BrO9 in a non-equilibrium geometry.

XYZ file:
```
44
Properties=species:S:1:pos:R:3:forces:R:3:nbo_charge:R:1
Br 3.924 -3.309 0.100 -1.303 8.913 0.542 -0.241
C 6.719 -4.036 3.305 -0.777 -0.942 -0.751 -0.073
C 5.851 -4.242 2.063 -2.148 -1.050 -0.667 -0.133
O 4.390 -4.089 2.258 2.858 -2.691 6.572 -0.795
O 6.595 -2.760 3.801 0.906 0.557 1.571 -0.730
H 7.744 -4.245 3.000 0.255 0.217 -0.045 0.159
H 6.490 -4.746 4.100 -0.239 -0.508 -0.056 0.151
H 6.023 -5.213 1.599 0.203 -0.449 0.324 0.164
H 6.069 -3.513 1.283 -0.037 -2.342 1.374 0.180
H 3.911 -4.016 1.430 -0.143 -2.029 2.501 0.380
H 5.664 -2.554 3.689 -0.071 0.481 -0.143 0.499
C 5.690 -2.590 -1.788 2.714 -3.124 -0.932 -0.145
C 6.493 -2.751 -3.097 -0.448 0.741 0.472 -0.076
O 5.544 -2.935 -4.119 0.060 -0.177 -1.438 -0.731
O 5.889 -3.851 -1.032 4.539 0.190 -4.243 -0.791
H 4.648 -2.499 -2.094 0.243 0.336 -0.005 0.190
H 6.051 -1.740 -1.210 0.155 -2.685 -2.384 0.185
H 7.280 -3.504 -3.136 -0.273 -0.512 0.568 0.166
H 7.048 -1.839 -3.317 -0.363 0.370 -0.151 0.166
H 5.169 -3.814 -4.031 -0.035 -0.085 0.132 0.464
H 5.202 -3.914 -0.364 2.716 -1.638 -0.855 0.364
C 1.956 -3.809 -2.225 0.665 -2.034 0.564 -0.123
C 0.533 -3.401 -2.514 0.800 -1.466 -0.050 -0.075
O 0.073 -2.507 -1.545 -0.832 1.256 -0.618 -0.732
O 2.072 -4.340 -0.915 -5.600 -2.045 -2.337 -0.762
H 2.704 -3.035 -2.397 -0.326 0.229 -0.072 0.191
H 2.237 -4.695 -2.795 -0.182 0.233 -1.157 0.159
H -0.102 -4.286 -2.536 -0.074 -0.425 0.474 0.144
H 0.515 -3.150 -3.574 -0.276 1.478 0.141 0.169
H 0.480 -2.730 -0.705 0.210 -0.672 0.044 0.477
H 2.824 -3.963 -0.453 -3.661 -2.132 -1.889 0.323
C 6.460 -1.761 1.061 -0.071 3.380 1.104 -0.144
C 6.137 -0.686 0.005 -0.474 2.477 0.560 -0.123
O 7.202 -0.251 -0.873 0.674 -0.910 0.276 -0.729
O 5.361 -1.874 1.990 1.435 2.810 -1.133 -0.775
H 7.269 -1.301 1.628 0.222 -0.299 0.317 0.199
H 6.795 -2.745 0.734 0.617 1.314 -1.248 0.201
H 5.901 0.313 0.371 -0.606 -0.476 1.197 0.193
H 5.339 -1.015 -0.662 -0.838 1.695 1.785 0.189
H 7.888 -0.920 -0.819 0.312 -0.048 -0.246 0.458
H 4.664 -2.309 1.494 -0.349 0.524 0.414 0.462
O 2.671 -1.070 -1.232 -0.276 1.433 -0.623 -0.969
H 3.325 -1.612 -0.791 0.024 0.072 0.181 0.452
H 1.854 -1.258 -0.771 -0.204 0.034 -0.069 0.464
```
Positions in Å, forces in eV/Å.

DFT total energy, hartree: -3571.1642
Largest force on an atom, eV Å⁻¹: 9.0
Energy relative to the best compared isomer or geometry (same formula, charge and spin), kJ/mol: 1322.6
Total charge: -1
Gap between HOMO and LUMO, eV: 8.5

=====

ORCA calculation (ωB97M-V/def2-TZVPD) on 2 unconnected molecules or ions with the total composition C4H6N2O.

XYZ file:
```
13
Properties=species:S:1:pos:R:3:forces:R:3:nbo_charge:R:1
C -2.030 0.903 -0.061 -0.178 0.185 -0.027 -0.196
O -1.387 -0.973 0.589 0.141 -0.003 -0.032 -0.633
C -0.175 -0.676 0.341 0.021 0.093 -0.073 0.504
N 0.050 0.592 0.004 -0.116 -0.263 -0.005 -0.351
N 1.342 0.675 -0.456 0.170 0.042 0.073 -0.381
C 1.962 -0.520 -0.240 -0.052 -0.052 -0.043 0.000
C 1.049 -1.416 0.243 0.044 0.004 -0.030 -0.394
H -2.670 0.232 -0.619 0.110 0.080 0.091 0.208
H -2.318 1.081 0.966 0.013 -0.018 -0.129 0.208
H -1.719 1.784 -0.607 -0.011 -0.124 0.124 0.186
H 1.805 1.570 -0.407 -0.046 -0.136 -0.035 0.399
H 3.010 -0.644 -0.484 -0.143 0.024 0.071 0.214
H 1.177 -2.473 0.419 0.047 0.168 0.014 0.235
```
Positions in Å, forces in eV/Å.

DFT total energy, hartree: -340.6276
Largest force on an atom, eV Å⁻¹: 0.3
Energy relative to the best compared isomer or geometry (same formula, charge and spin), kJ/mol: 439.2
Total charge: 0
Gap between HOMO and LUMO, eV: 8.1

=====

ORCA calculation (ωB97M-V/def2-TZVPD) on a single C3H8S molecule in a non-equilibrium geometry.

XYZ file:
```
12
Properties=species:S:1:pos:R:3:forces:R:3:nbo_charge:R:1
C 1.962 0.440 -0.268 0.125 0.061 -1.936 -0.638
C 0.588 -0.193 -0.344 -1.056 0.505 2.903 -0.431
S -0.535 0.582 1.076 -0.285 -0.940 -2.231 0.080
C -2.156 -0.210 0.558 0.083 0.831 -0.821 -0.739
H 2.636 -0.312 -0.686 0.386 0.063 0.413 0.214
H 2.066 1.277 -0.985 -0.292 -0.133 0.499 0.212
H 2.294 0.792 0.698 -0.078 -0.242 0.335 0.224
H 0.078 -0.144 -1.297 0.012 0.205 -0.032 0.211
H 0.592 -1.205 0.061 0.238 -0.131 -0.603 0.206
H -2.469 -0.946 1.296 -0.157 0.223 -0.102 0.220
H -2.153 -0.662 -0.454 0.785 -0.180 0.635 0.219
H -2.901 0.581 0.346 0.238 -0.261 0.941 0.224
```
Positions in Å, forces in eV/Å.

DFT total energy, hartree: -517.2572
Largest force on an atom, eV Å⁻¹: 3.1
Energy relative to the best compared isomer or geometry (same formula, charge and spin), kJ/mol: 61.3
SMILES: CCSC
Total charge: 0
Gap between HOMO and LUMO, eV: 9.6

=====

Question: What is the formula in the fourth record?
Answer: C3H8S

=====

Repeat the fourth record exactly.
ORCA calculation (ωB97M-V/def2-TZVPD) on a single C3H8S molecule in a non-equilibrium geometry.

XYZ file:
```
12
Properties=species:S:1:pos:R:3:forces:R:3:nbo_charge:R:1
C 1.962 0.440 -0.268 0.125 0.061 -1.936 -0.638
C 0.588 -0.193 -0.344 -1.056 0.505 2.903 -0.431
S -0.535 0.582 1.076 -0.285 -0.940 -2.231 0.080
C -2.156 -0.210 0.558 0.083 0.831 -0.821 -0.739
H 2.636 -0.312 -0.686 0.386 0.063 0.413 0.214
H 2.066 1.277 -0.985 -0.292 -0.133 0.499 0.212
H 2.294 0.792 0.698 -0.078 -0.242 0.335 0.224
H 0.078 -0.144 -1.297 0.012 0.205 -0.032 0.211
H 0.592 -1.205 0.061 0.238 -0.131 -0.603 0.206
H -2.469 -0.946 1.296 -0.157 0.223 -0.102 0.220
H -2.153 -0.662 -0.454 0.785 -0.180 0.635 0.219
H -2.901 0.581 0.346 0.238 -0.261 0.941 0.224
```
Positions in Å, forces in eV/Å.

DFT total energy, hartree: -517.2572
Largest force on an atom, eV Å⁻¹: 3.1
Energy relative to the best compared isomer or geometry (same formula, charge and spin), kJ/mol: 61.3
SMILES: CCSC
Total charge: 0
Gap between HOMO and LUMO, eV: 9.6

=====

What did the first record say?
ORCA calculation (ωB97M-V/def2-TZVPD) on a molecular structure, C9H20BrNO6P.

XYZ file:
```
38
Properties=species:S:1:pos:R:3:forces:R:3:nbo_charge:R:1
C -1.409 -1.029 4.178 -0.156 0.122 0.021 -0.721
C -1.101 0.450 4.092 0.044 0.059 -0.275 0.703
O -0.488 1.039 4.960 0.106 -0.177 -0.128 -0.598
N -1.499 1.085 2.908 -0.082 0.168 0.592 -0.471
C -2.903 0.902 2.561 0.107 -0.252 -0.179 -0.415
C -0.992 2.449 2.770 0.077 0.109 -0.092 -0.226
C -1.040 2.981 1.341 0.129 0.087 -0.001 -0.404
C -0.010 2.383 0.369 -0.190 0.034 -0.068 -0.419
C 0.140 0.881 0.485 -0.156 0.010 0.045 -0.059
O 0.989 0.433 -0.583 0.062 -0.124 0.017 -0.805
P 0.954 -1.121 -0.897 -0.127 0.137 -0.285 2.548
O 0.827 -2.023 0.249 0.044 -0.010 0.082 -1.113
O -0.284 -1.241 -1.910 0.092 0.061 0.288 -0.985
O 2.229 -1.217 -1.831 0.042 0.041 0.141 -0.901
Br 3.397 -2.601 -1.623 -0.001 -0.044 -0.204 0.426
H -1.356 -1.494 3.194 0.038 -0.037 0.017 0.239
H -0.690 -1.487 4.851 0.002 0.012 0.004 0.245
H -2.411 -1.188 4.582 0.018 -0.012 0.040 0.225
H -3.158 -0.155 2.580 0.000 0.006 0.022 0.214
H -3.089 1.254 1.550 -0.024 0.032 0.011 0.206
H -3.566 1.434 3.256 -0.001 0.050 -0.055 0.179
H 0.046 2.437 3.102 -0.019 -0.014 0.062 0.225
H -1.514 3.137 3.449 -0.103 -0.049 -0.027 0.186
H -2.041 2.897 0.912 -0.032 -0.058 0.073 0.195
H -0.848 4.054 1.417 -0.042 0.015 -0.078 0.216
H 0.957 2.876 0.489 0.068 -0.141 0.107 0.208
H -0.334 2.593 -0.653 0.053 0.061 -0.011 0.217
H 0.575 0.570 1.434 0.059 0.023 -0.029 0.194
H -0.841 0.401 0.411 0.026 -0.024 -0.067 0.176
H -0.736 -2.074 -1.737 -0.028 -0.073 -0.135 0.508
C 2.251 -1.610 -5.670 -0.027 0.009 -0.011 -0.646
C 2.809 -3.048 -5.801 -0.083 -0.060 -0.084 0.002
O 3.941 -3.267 -5.125 0.034 0.039 0.143 -0.955
H 2.993 -0.893 -6.036 0.019 -0.003 0.038 0.178
H 1.321 -1.475 -6.242 -0.002 -0.016 -0.007 0.157
H 2.048 -1.384 -4.619 0.035 0.015 -0.004 0.179
H 2.889 -3.229 -6.914 0.007 -0.001 0.017 0.050
H 1.948 -3.720 -5.500 0.009 0.007 0.019 0.045
```
Positions in Å, forces in eV/Å.

DFT total energy, hartree: -3776.5491
Largest force on an atom, eV Å⁻¹: 0.6
Total charge: -1
Gap between HOMO and LUMO, eV: 4.3

=====

Question: Look up the largest force on an atom of the second one.
Answer: 9.0 eV Å⁻¹